This record from the Open Molecules 2025 dataset describes one molecule with the formula C2H4N4O. The level of theory is the ωB97M-V functional and the def2-TZVPD basis.

Output
Highest occupied orbital energy (spin up / spin down), eV: -9.401 / -9.683
2S+1: 1
Energy relative to the best compared isomer or geometry (same formula, charge and spin), kcal/mol: 94.6

Geometry as XYZ:
```
11
Properties=species:S:1:pos:R:3:lowdin_charge:R:1
N -1.233 -1.937 -0.218 0.15
C -0.954 -0.611 -0.155 -0.64
N -1.714 0.394 -0.008 0.31
N 0.098 2.036 0.406 0.14
C 0.788 1.033 0.021 -0.58
O 2.149 1.053 -0.007 0.06
N 0.282 -0.142 -0.464 0.18
H -2.133 -2.256 0.105 0.10
H -0.444 -2.552 -0.080 0.10
H 0.706 2.766 0.779 0.06
H 2.456 0.216 -0.379 0.10
```



This record from the Open Molecules 2025 dataset describes one molecule with the formula C2H4N4O. The level of theory is the ωB97M-V functional and the def2-TZVPD basis.

Output
Highest occupied orbital energy, eV: -8.220
2S+1: 1
Energy relative to the best compared isomer or geometry (same formula, charge and spin), kcal/mol: 41.7
SMILES string: [H]/N=c1/[nH]nc(O)[nH]1

Geometry as XYZ:
```
11
Properties=species:S:1:pos:R:3:lowdin_charge:R:1
H -2.373 -1.259 -0.119 0.05
N -2.269 -0.221 0.032 0.08
C -1.031 0.043 -0.065 -0.55
N -0.565 1.310 -0.085 0.03
N 0.819 1.401 -0.005 0.13
C 1.126 0.217 -0.045 -0.50
O 2.422 -0.159 0.003 0.11
N 0.105 -0.757 -0.077 0.19
H -1.060 2.233 0.202 0.20
H 2.450 -1.097 -0.088 0.09
H 0.375 -1.711 0.247 0.18
```



This record from the Open Molecules 2025 dataset describes one molecule with the formula C2H4N4O. The level of theory is the ωB97M-V functional and the def2-TZVPD basis.

Output
Highest occupied orbital energy, eV: -9.527
2S+1: 1
Energy relative to the best compared isomer or geometry (same formula, charge and spin), kcal/mol: 64.7
SMILES string: [H]/N=C(\O)N1N=C1N

Geometry as XYZ:
```
11
Properties=species:S:1:pos:R:3:lowdin_charge:R:1
H -1.802 -0.883 1.543 0.06
N -0.928 -0.607 1.096 0.16
C -1.158 -0.077 -0.030 -0.56
O -2.373 0.139 -0.558 0.08
N -0.127 0.431 -0.874 0.06
N 0.842 -0.754 -1.419 0.23
C 1.141 0.020 -0.479 -0.56
N 2.073 0.442 0.384 0.19
H -2.237 0.572 -1.415 0.11
H 2.856 -0.177 0.539 0.11
H 1.713 0.895 1.213 0.11
```



Question: 2S+1 of number 1 (C2H4N4O)?
Answer: 1